{"formula": "C23H15NS2", "method": "ωB97M-V/def2-TZVPD", "spin_multiplicity": 1, "homo_energy_ev": -7.541, "gap_ha": 0.2715, "species": ["N", "S", "S", "C", "C", "C", "C", "C", "C", "C", "C", "C", "C", "C", "C", "C", "C", "C", "C", "C", "C", "C", "C", "C", "C", "C", "H", "H", "H", "H", "H", "H", "H", "H", "H", "H", "H", "H", "H", "H", "H"], "xyz": [[-0.114443, 1.755434, -2.430147], [-0.408270, 1.641103, 1.527772], [0.046084, 0.325423, -2.480549], [0.075275, -0.952444, -1.553186], [-0.135492, 1.506740, -1.024268], [-0.106308, 0.053300, -0.514999], [-0.267898, 2.433507, -0.012288], [-0.291940, 0.008024, 0.849640], [2.069864, -4.786176, -2.050362], [-0.453942, 6.738874, -0.393821], [-1.224120, -3.284958, 3.417390], [1.974196, -4.182886, -0.782704], [1.443889, -4.165836, -3.128088], [-1.143163, 6.058235, 0.643109], [0.256302, 5.983262, -1.317843], [-1.576410, -3.338054, 2.070847], [-0.563565, -2.173070, 3.922260], [1.309623, -2.948283, -0.597449], [0.731634, -2.959944, -2.976698], [-1.128551, 4.652844, 0.737888], [0.339030, 4.585172, -1.219466], [-1.258827, -2.269648, 1.213135], [-0.248810, -1.107456, 3.076814], [0.691032, -2.306981, -1.701177], [-0.347884, 3.893357, -0.182034], [-0.558343, -1.151376, 1.718963], [2.618519, -5.723398, -2.196540], [-0.473962, 7.820873, -0.466782], [-1.452166, -4.077542, 4.094714], [2.401954, -4.710574, 0.048365], [1.501656, -4.649164, -4.072982], [-1.632633, 6.669662, 1.379324], [0.794249, 6.424787, -2.147669], [-2.082736, -4.261524, 1.770440], [-0.300708, -2.075248, 4.975998], [1.300782, -2.493773, 0.399084], [0.221215, -2.502376, -3.842293], [-1.758950, 4.163789, 1.475724], [1.010089, 4.032866, -1.882564], [-1.550285, -2.343868, 0.152818], [0.294012, -0.282675, 3.499626]], "forces_ev_per_angstrom": [[-0.7847, 4.7676, 4.4902], [0.0966, -0.5990, -0.6818], [2.6242, -10.3047, -16.4124], [0.1725, 1.6419, 3.2630], [-0.8691, 2.4352, 4.9806], [-0.4004, 0.4494, 4.1823], [-0.0030, -0.8387, -0.2111], [-0.0832, 1.2536, 0.0942], [-0.2837, 0.6863, 0.6143], [-0.3329, -1.0863, 0.5348], [0.3141, 0.7390, -0.0811], [-0.4723, 0.3817, -0.8484], [-0.4332, 0.8169, 0.7703], [0.8188, -0.2059, -0.8411], [0.0957, -0.8331, -0.1084], [0.2254, 0.0696, 0.1563], [0.0025, 0.5983, -0.2706], [0.2109, -0.3486, -0.5645], [0.1673, 0.2128, 0.6546], [0.4961, 0.8209, -0.9853], [-0.2455, -0.2249, 1.0332], [-0.1106, -0.6521, 0.2144], [0.0489, -0.8241, 0.2487], [-0.0155, -0.4819, -0.5700], [-0.2734, 1.0052, 0.2184], [-0.5596, -0.1199, -0.3853], [-0.2840, 0.4033, 0.1555], [-0.0509, -0.1287, 0.0827], [-0.2276, -0.5503, 0.1546], [0.1724, 0.1171, 0.4025], [-0.0935, -0.1194, -0.7653], [-0.4002, -0.0888, 0.2065], [-0.0429, 0.2863, 0.1299], [0.1129, 0.5987, -0.4340], [-0.0856, -0.2527, -0.2543], [-0.0541, -0.1663, -0.5115], [0.3768, -0.2727, 0.5976], [0.2986, -0.0126, 0.0077], [-0.4334, 0.1915, 0.1340], [0.2044, 0.2409, 0.6523], [0.1011, 0.3944, -0.0536]]}


{"formula": "C23H16AuIPS3", "method": "ωB97M-V/def2-TZVPD", "spin_multiplicity": 1, "total_charge": 1, "homo_energy_ev": [-11.286, -11.287], "gap_ha": [0.2196, 0.2196], "de_lowest_ev": 0.000, "species": ["Au", "S", "C", "S", "S", "I", "C", "C", "C", "C", "C", "C", "C", "C", "C", "P", "C", "C", "C", "C", "C", "C", "C", "C", "C", "C", "C", "C", "C", "H", "H", "H", "H", "H", "H", "H", "H", "H", "H", "H", "H", "H", "H", "H", "H"], "xyz": [[1.660182, -0.876321, 2.148766], [4.589324, 1.178137, 4.935240], [3.585837, 0.372714, 4.000478], [2.714505, 1.168742, 2.718921], [3.100313, -1.301140, 3.983432], [-0.784039, -2.029149, 3.040126], [-2.359082, -0.943349, 2.100248], [-3.496670, -1.038471, 2.859443], [-4.720529, -0.527003, 2.421239], [-4.785657, 0.037807, 1.183100], [-3.632885, 0.150369, 0.374028], [-3.795656, 0.696576, -0.918955], [-2.740688, 0.813520, -1.774060], [-1.472308, 0.450465, -1.316084], [-1.245681, -0.048715, -0.046532], [0.555823, -0.218535, 0.184413], [1.062555, -1.479312, -1.012551], [0.888362, -2.820216, -0.658728], [1.232505, -3.823439, -1.548908], [1.753097, -3.494197, -2.792589], [1.924223, -2.164739, -3.148104], [1.581614, -1.154967, -2.264400], [1.273542, 1.362641, -0.281827], [0.556375, 2.551862, -0.172590], [1.193736, 3.761241, -0.398160], [2.539793, 3.789810, -0.733651], [3.261141, 2.607324, -0.828825], [2.637098, 1.396217, -0.589679], [-2.346353, -0.293516, 0.834076], [-3.462302, -1.538435, 3.819458], [-5.592868, -0.616681, 3.052085], [-5.723527, 0.406265, 0.789037], [-4.789481, 1.002439, -1.218752], [-2.860591, 1.204909, -2.774104], [-0.633598, 0.601435, -1.984780], [0.466864, -3.085067, 0.304212], [1.095018, -4.860067, -1.273215], [2.025535, -4.276413, -3.488050], [2.327418, -1.909189, -4.118874], [1.720932, -0.120793, -2.550039], [-0.495343, 2.541176, 0.085120], [0.634645, 4.683060, -0.311978], [3.031897, 4.736012, -0.913351], [4.313244, 2.627987, -1.078302], [3.211683, 0.479006, -0.636335]], "forces_ev_per_angstrom": [[-0.5089, 0.5412, 0.7610], [0.3572, 0.0757, 0.4206], [-0.4623, -0.1028, -0.4982], [0.1543, -0.5515, -0.2451], [-0.0765, 0.1899, -0.0669], [0.0398, -0.0963, -0.3000], [0.0358, -0.0018, 0.1774], [0.3597, -0.1903, 0.2401], [-0.1773, 0.1612, -0.2860], [-0.0272, -0.0817, 0.2094], [0.0853, -0.0472, 0.0816], [0.1462, 0.0140, -0.1315], [-0.2097, 0.0147, 0.0591], [0.0472, -0.0772, 0.1950], [0.1920, -0.0077, -0.2280], [0.0752, -0.1839, -0.0543], [0.0173, 0.0133, -0.0489], [0.0095, 0.0825, -0.0212], [-0.0002, 0.0073, -0.0179], [0.0065, -0.0374, -0.0126], [0.0293, -0.0036, -0.0737], [-0.0628, -0.0009, 0.0863], [0.0844, 0.1091, -0.0663], [-0.0063, -0.0679, 0.0018], [0.0660, 0.0881, -0.0237], [-0.0352, 0.0297, 0.0040], [0.0064, 0.0053, -0.0202], [-0.0964, 0.0362, -0.0128], [-0.0380, 0.0473, -0.1079], [0.0044, 0.0173, -0.0180], [-0.0201, 0.0116, -0.0079], [-0.0113, -0.0011, 0.0065], [-0.0068, 0.0118, -0.0068], [-0.0346, -0.0018, -0.0057], [0.0015, -0.0039, 0.0017], [0.0055, -0.0018, 0.0058], [-0.0004, -0.0017, 0.0053], [0.0008, -0.0073, 0.0014], [0.0002, -0.0134, -0.0023], [0.0045, 0.0095, -0.0131], [0.0297, -0.0043, 0.0009], [0.0091, 0.0075, -0.0004], [-0.0050, 0.0088, 0.0001], [0.0026, 0.0076, 0.0021], [0.0086, -0.0040, 0.0097]]}